(1)
Density functional theory data (ωB97M-V with the def2-TZVPD basis set) for a structure of composition C8H16AgN2O at a distorted geometry.

Atoms and positions in Å:
C 3.2363 0.8503 0.5700
C 2.2950 0.7695 -0.7349
C 2.0830 -0.7579 -1.1148
C 1.1099 -1.5609 -0.1166
N -0.3385 -1.3490 -0.3760
C -0.9548 -0.3076 0.4787
C -1.4451 0.7998 -0.6161
C -2.8508 1.3855 -0.0238
N -2.8468 0.8354 1.3855
C -2.3866 -0.5572 1.1490
O -3.0140 -1.5947 1.3907
H 3.0561 1.8855 1.0056
H 2.8954 0.1033 1.3523
H 4.3242 0.7398 0.2927
H 1.3469 1.3436 -0.5295
H 2.8449 1.2731 -1.5886
H 3.1055 -1.2535 -1.0544
H 1.7229 -0.8852 -2.1761
H 1.4033 -1.3966 0.9721
H 1.3093 -2.6671 -0.3156
H -0.7818 -2.2565 -0.1338
H -0.3216 0.0469 1.3433
H -0.7870 1.6994 -0.7686
H -1.5643 0.1671 -1.5542
H -3.6878 0.7650 -0.4908
H -2.9307 2.5016 -0.1298
H -2.0447 1.3505 1.7918
Ag -4.7782 -1.9300 -0.0083

Properties
* spin multiplicity: 2
* total charge: +2
* DFT total energy: -645.3299 Eh
* expectation value of S²: 0.755
* orbital gap (alpha / beta): 0.3144 / 0.2170 Ha

***

(2)
Density functional theory data (ωB97M-V with the def2-TZVPD basis set) for a cluster of 4 separate species, C21H46Br6N3S2Si in total.

Atoms and positions in Å:
C 3.4676 3.5250 1.1331
C 3.2142 2.3202 2.0488
C 3.4627 0.9353 1.4141
C 4.9544 0.7809 1.1151
C 2.6292 0.6027 0.2020
N 1.3383 0.4219 0.1568
C 0.4237 0.6511 1.2829
C -0.3186 -0.5912 1.7291
C 0.5850 -1.5840 2.4574
S 0.8250 -1.2210 4.2162
C 0.8801 -0.1338 -1.1429
C -0.6164 -0.1989 -1.4282
C -1.1192 -1.6419 -1.4346
N -2.5793 -1.6542 -1.2957
C 1.7999 0.4493 -2.2202
N 1.8712 -0.4314 -3.3744
Si 1.4493 2.2399 -2.9256
C 2.5177 3.5548 -2.1324
C 1.8269 2.2345 -4.7607
C -0.3432 2.7422 -2.6808
S 3.4014 0.3174 -1.3085
H 2.5292 3.9375 0.7759
H 4.1221 3.2984 0.2983
H 3.9495 4.3134 1.7051
H 3.8964 2.3657 2.8954
H 2.2230 2.4194 2.4688
H 3.2318 0.1701 2.1625
H 5.2025 -0.2206 0.7736
H 5.5186 0.9882 2.0191
H 5.2939 1.4813 0.3562
H 0.9829 1.0154 2.1272
H -0.2707 1.4391 0.9996
H -1.1017 -0.2649 2.4083
H -0.8238 -1.1035 0.9205
H 1.5512 -1.7050 1.9718
H 0.1084 -2.5613 2.4566
H 1.7213 -0.2347 4.0976
H 1.2224 -1.1813 -1.0757
H -0.7692 0.1852 -2.4293
H -1.2069 0.3844 -0.7287
H -0.6347 -2.2268 -0.6442
H -0.8464 -2.1292 -2.3670
H -2.8986 -2.5830 -1.5453
H -2.7918 -1.5830 -0.3037
H 1.9002 -1.4082 -3.0881
H 1.0466 -0.3338 -3.9550
H 2.5957 4.3766 -2.8429
H 3.5317 3.2058 -1.9480
H 2.0851 3.9588 -1.2217
H 1.0195 1.8065 -5.3463
H 2.7423 1.6735 -4.9384
H 2.0164 3.2602 -5.0660
H -1.0226 2.1160 -3.2497
H -0.6264 2.7042 -1.6296
H -0.4455 3.7712 -3.0183
Br 0.0177 -4.7755 -3.0451
C -1.7104 -5.4982 -3.5786
C -2.1494 -4.9332 -4.9011
Br -2.7214 -3.0841 -4.7065
H -2.4058 -5.2537 -2.7825
H -1.5793 -6.5760 -3.6299
H -3.0099 -5.4781 -5.2811
H -1.3553 -4.9420 -5.6397
Br -2.3848 2.2432 2.9009
C -2.1118 2.6035 4.7982
C -2.2636 1.3531 5.6221
Br -4.1207 0.8036 5.7686
H -2.8322 3.3694 5.0641
H -1.1047 3.0036 4.8869
H -1.9204 1.5309 6.6386
H -1.7230 0.5132 5.1973
Br -4.5728 -4.0400 0.8695
C -4.8919 -3.1210 2.5553
C -5.6127 -1.8147 2.3641
Br -4.4497 -0.4423 1.6208
H -3.9222 -2.9893 3.0234
H -5.4938 -3.8014 3.1524
H -5.9469 -1.4274 3.3236
H -6.4570 -1.8979 1.6884

Properties
* total charge: +1
* DFT total energy: -17521.8033 Eh
* orbital gap: 0.3211 Ha

***

(3)
Density functional theory data (ωB97M-V with the def2-TZVPD basis set) for a structure of composition C9H19Be3F4N2O5S2 at a distorted geometry.

Atoms and positions in Å:
Be -6.3564 -1.7320 -5.8260
Be -2.1802 -1.1985 -0.3730
Be -6.0655 3.2924 -1.7312
F -8.2206 0.7658 -3.5021
F -4.0409 0.0704 -3.2288
N -2.9343 -3.9438 -6.0638
S -1.3652 -3.3429 -6.0101
O -0.3527 -3.7388 -6.9875
O -0.8164 -3.0870 -4.6388
F -1.6833 -1.7571 -6.4448
S -2.4523 -5.4141 -6.1486
O -1.8208 -5.9105 -4.9099
O -2.2696 -6.0198 -7.4514
F -3.8927 -5.9337 -5.7831
C 1.2404 1.4683 -0.3664
C 1.6643 1.6764 1.1093
C 0.8988 3.0085 1.5953
C 0.5778 3.0525 3.1667
C 0.2909 1.6095 3.7638
C 1.2411 0.4168 3.3003
N 1.2267 0.4828 1.8975
O 1.7561 -0.6801 1.2488
C 2.6779 0.3398 3.9165
C 0.4395 -0.8793 3.7790
C 3.1630 1.9727 1.2613
H 0.1718 1.4058 -0.5718
H 1.7586 0.6679 -0.8947
H 1.5181 2.3249 -0.9806
H 1.5341 3.8891 1.5005
H 0.0151 3.2238 0.9946
H -0.1928 3.8209 3.2300
H 1.4242 3.6083 3.5702
H -0.7705 1.3669 3.7140
H 0.3139 1.7017 4.8497
H 3.3388 1.0872 3.4774
H 2.7425 0.7397 4.9284
H 3.2805 -0.5528 3.7486
H -0.5741 -1.1023 3.4458
H 1.0472 -1.7729 3.6366
H 0.2889 -0.7636 4.8523
H 3.5045 2.6161 0.4505
H 3.8071 1.0947 1.2134
H 3.3969 2.5497 2.1560
H 2.6700 -0.4234 1.1061

Properties
* total charge: +3
* DFT total energy: -2077.9674 Eh
* orbital gap: 0.0956 Ha

***

(4)
Density functional theory data (ωB97M-V with the def2-TZVPD basis set) for a structure of composition C41H63AsGeN3ReSSi3.

Atoms and positions in Å:
Re 0.9277 -0.3288 0.6961
C 1.3814 4.8409 -3.3230
C 1.9778 3.4432 -3.2780
N 1.2863 2.5230 -2.3639
C 0.3695 1.6119 -2.6289
S -0.0633 0.3844 -1.4627
N -0.2813 1.4591 -3.7743
C -0.3494 2.2635 -5.0038
C 0.3953 1.6026 -6.1510
H 1.8745 5.4241 -4.1007
H 1.5271 5.3510 -2.3731
H 0.3106 4.8282 -3.5269
H 3.0060 3.4953 -2.9193
H 2.0236 2.9774 -4.2602
H 1.5331 2.5959 -1.3832
H -0.8874 0.6504 -3.7743
H 0.0204 3.2617 -4.8076
H -1.4095 2.3634 -5.2391
H 1.4620 1.5204 -5.9380
H 0.2709 2.1880 -7.0610
H 0.0093 0.6007 -6.3422
C -1.2910 -0.4689 2.7984
C -0.3072 -0.8690 3.8767
C -0.7020 -1.0223 5.1943
C 0.2364 -1.2982 6.1796
C 1.5885 -1.3901 5.8734
C 2.0395 -1.2484 4.5708
C 3.5040 -1.3077 4.2468
C 1.0683 -1.0241 3.5832
N 1.3786 -0.8789 2.2512
H -2.1496 -0.0033 3.2909
H -1.6683 -1.3551 2.2807
H 0.0020 1.1379 2.4601
H -1.7463 -0.9054 5.4551
H -0.0855 -1.4141 7.2061
H 2.3074 -1.5625 6.6639
H 4.0944 -1.1568 5.1478
H 3.7867 -0.5442 3.5210
H 3.7787 -2.2796 3.8344
C 1.4875 -5.9972 0.3191
Si 1.4730 -4.3196 1.1252
C 3.2086 -3.8190 1.5883
C 0.2347 -4.2649 2.5150
As 0.7870 -2.6101 -0.4302
Si -1.3354 -3.1883 -1.4385
C -1.6109 -2.3101 -3.0703
C -2.5694 -2.6781 -0.1432
C -1.2794 -5.0338 -1.6774
Si 2.6781 -2.3788 -1.9154
C 3.2801 -4.1013 -2.2973
C 3.9330 -1.3692 -0.9406
C 2.2400 -1.5269 -3.5202
H 1.9022 -6.6979 1.0508
H 2.1189 -6.0452 -0.5672
H 0.4935 -6.3554 0.0588
H 3.5442 -4.3976 2.4531
H 3.2881 -2.7606 1.8341
H 3.9009 -4.0317 0.7720
H 0.6008 -4.8507 3.3623
H -0.7086 -4.7127 2.1936
H 0.0309 -3.2555 2.8700
H -2.4688 -1.6395 -2.9778
H -1.8276 -3.0440 -3.8490
H -0.7549 -1.7201 -3.3873
H -2.2884 -1.7166 0.2835
H -2.6420 -3.4154 0.6586
H -3.5570 -2.5613 -0.5936
H -0.3805 -5.3645 -2.2006
H -2.1388 -5.3349 -2.2823
H -1.3448 -5.5651 -0.7278
H 3.7361 -4.5983 -1.4417
H 4.0393 -4.0347 -3.0815
H 2.4769 -4.7355 -2.6780
H 4.8384 -1.9557 -0.7698
H 3.5872 -1.0410 0.0438
H 4.2177 -0.4783 -1.5045
H 1.2684 -1.8208 -3.9128
H 2.9896 -1.8153 -4.2628
H 2.2680 -0.4420 -3.4239
C -0.6391 0.5038 1.8112
Ge -1.6574 2.0247 1.0518
C -2.8201 1.6901 -0.4704
C -3.7422 0.6463 -0.4400
C -4.5733 0.3980 -1.5244
C -4.4967 1.1991 -2.6554
C -3.5958 2.2555 -2.6913
C -2.7650 2.4980 -1.6055
C -0.1828 3.2716 0.6812
C 1.1524 2.9172 0.8830
C 2.1891 3.8379 0.7837
C 1.8948 5.1622 0.4873
C 0.5758 5.5426 0.2812
C -0.4482 4.6075 0.3789
C -2.6557 2.7415 2.5560
C -4.0188 2.4854 2.7019
C -4.7090 2.9532 3.8116
C -4.0425 3.6832 4.7859
C -2.6866 3.9477 4.6502
C -1.9973 3.4781 3.5411
H -3.8311 0.0232 0.4428
H -5.2964 -0.4072 -1.4809
H -5.1544 1.0169 -3.4950
H -3.5573 2.9038 -3.5578
H -2.0638 3.3248 -1.6525
H 1.4340 1.9024 1.1926
H 3.2111 3.5334 0.9766
H 2.6884 5.8966 0.4376
H 0.3402 6.5765 0.0639
H -1.4730 4.9399 0.2545
H -4.5573 1.9340 1.9388
H -5.7683 2.7561 3.9119
H -4.5818 4.0535 5.6475
H -2.1685 4.5248 5.4049
H -0.9391 3.6996 3.4435

Properties
* total charge: +2
* DFT total energy: -7421.6154 Eh
* orbital gap: 0.2565 Ha

***

(5)
Density functional theory data (ωB97M-V with the def2-TZVPD basis set) for the molecule C5H9NO at a distorted geometry.

Atoms and positions in Å:
C 1.8950 0.0374 0.0043
C 0.7993 1.2231 -0.1909
C -0.3082 0.5727 0.3664
C -1.5241 -0.7309 -0.0719
C -0.1498 -0.6924 -0.4514
H 2.7316 0.1794 -0.6676
H 2.4912 -0.1279 1.0166
H 0.6188 1.8551 -1.1736
H 0.9538 2.1439 0.6172
H -0.0844 0.0907 1.4413
H -2.4362 -1.2893 -0.5764
H -1.7523 -0.9983 0.9529
H -0.2009 -0.5233 -1.4456
H 0.5929 -1.5535 1.0732
N 1.0303 -1.2111 0.0430
O -1.8000 0.7802 0.0652

Properties
* DFT total energy: -325.6592 Eh
* orbital gap: 0.3583 Ha

***

(6)
Density functional theory data (ωB97M-V with the def2-TZVPD basis set) for the molecule C2H5NOS at a distorted geometry.

Atoms and positions in Å:
C 0.2775 -1.3707 -0.8968
S 0.9207 0.2865 -0.4744
C -0.5148 1.1587 -0.0283
N -0.7621 1.5894 1.1440
O 0.1705 1.2436 2.0780
H -0.4972 -1.2720 -1.6932
H 1.0811 -2.0937 -1.0432
H -0.3086 -1.6502 0.0310
H -1.2886 1.3567 -0.7775
H 0.9216 0.7517 1.6605

Properties
* SMILES: CS/C=N\O
* DFT total energy: -607.3057 Eh
* orbital gap: 0.3651 Ha